Record 1
The following is a quantum chemistry calculation of a cluster of 2 separate species, C2H7NO2 in total, from OMol25.

Structure (XYZ):
```
12
Properties=species:S:1:pos:R:3
C 1.2341 0.7442 0.6116
C -0.0207 1.4293 0.1662
N -0.9551 0.6295 -0.4108
O -0.2210 2.6181 0.3423
H 1.3477 -0.2485 0.1809
H 1.2003 0.5908 1.6922
H 2.1126 1.3530 0.4194
H -0.9524 -0.3749 -0.3855
H -1.8065 1.0483 -0.7168
H -1.2187 -2.6933 -1.0972
H 0.0751 -2.6895 -0.5180
O -0.7955 -2.4069 -0.2843
```

Properties
gap between HOMO and LUMO	9.9	eV
maximum force	1.5	eV/A
LUMO	0.015	Ha
energy relative to the best compared isomer or geometry (same formula, charge and spin)	8.4	kcal/mol
SMILES string	CC(N)=O.O
net charge	0
2S+1	1

Record 2
The following is a quantum chemistry calculation of a structure of composition C4H5Li2O2Tl, from OMol25.

Structure (XYZ):
```
14
Properties=species:S:1:pos:R:3
O -1.0200 -1.6749 0.0287
C -0.8555 -0.4091 -0.5340
C 0.4817 -0.1903 -1.1743
Li -1.1082 -1.4280 1.7790
Li -0.2768 -2.5048 -1.8772
H 1.3816 -0.6786 -1.5833
H -1.7280 -0.0154 -1.0993
C 0.6712 1.1544 0.1067
C -0.7717 1.0462 0.5338
O 1.5589 0.7464 1.0517
H 0.8814 2.0940 -0.4451
H -1.6020 1.7540 0.3862
H -0.8201 0.9251 1.6293
Tl 3.2074 -0.8190 1.1978
```

Properties
gap between HOMO and LUMO (spin up / spin down)	3.8 / 3.8	eV
maximum force	3.8	eV/A
LUMO (spin up / spin down)	-0.024 / -0.024	Ha
energy relative to the best compared isomer or geometry (same formula, charge and spin)	88.3	kcal/mol
net charge	0
2S+1	1

Record 3
The following is a quantum chemistry calculation of a cluster of 2 separate species, C10H16S in total, from OMol25.

Structure (XYZ):
```
27
Properties=species:S:1:pos:R:3
C 1.7510 -0.3828 -1.6768
C 1.6257 -1.4444 0.6685
C 1.0254 -1.0849 -0.5344
C 0.9586 -2.2793 1.5965
C -0.3038 -2.6645 1.3083
C -0.1964 -1.5883 -0.8825
C -0.8290 -2.4659 -0.0305
H 2.6672 -1.0241 0.9365
H 1.5235 -2.5342 2.4398
H 1.4919 -0.9039 -2.6659
H 2.8520 -0.6884 -1.7078
H -0.9001 -3.3271 1.9682
H -0.7512 -1.4890 -1.7965
H -1.8900 -2.8064 -0.2709
H 1.7821 0.6479 -1.7704
C -1.2810 1.3517 -0.4634
C -2.4983 1.8799 0.3151
C 0.7983 2.5744 0.5376
S -0.0720 2.6830 -0.9930
H -0.7721 0.4956 0.0810
H -1.6569 1.0458 -1.4020
H -2.3476 2.8691 0.6538
H -2.7444 1.2498 1.1615
H 1.1889 3.6168 0.7125
H 0.3888 2.3783 1.5179
H 1.5734 1.9407 0.5777
H -3.3840 1.9504 -0.2809
```

Properties
gap between HOMO and LUMO	9.3	eV
maximum force	4.7	eV/A
LUMO	0.032	Ha
energy relative to the best compared isomer or geometry (same formula, charge and spin)	46.1	kcal/mol
SMILES string	Cc1ccccc1.CCSC
net charge	0
2S+1	1

Record 4
The following is a quantum chemistry calculation of a cluster of 2 separate species, C19H33N4O4 in total, from OMol25.

Structure (XYZ):
```
60
Properties=species:S:1:pos:R:3
C -4.0113 1.0278 5.7383
C -3.0038 0.4228 5.5505
C -1.7744 -0.3147 5.2892
C -0.9151 0.4817 4.3635
C 0.2839 1.0283 4.8389
N 1.1391 1.7420 4.1590
N 0.7998 1.9654 2.9003
C -0.3005 1.4890 2.3304
N -0.5289 1.7462 0.9511
C 0.6510 1.5028 0.1016
C -1.1456 3.0547 0.6888
C -0.4493 4.3535 1.0072
O -2.2343 3.0659 0.1973
C -1.2323 0.7211 3.0404
C -2.4666 0.1922 2.3574
O -2.3938 -1.2026 2.2319
C -3.6033 -1.8857 2.6127
C -4.7532 -1.6374 1.6730
H -4.7920 1.7434 5.7432
H -2.0457 -1.2384 4.7884
H -1.2713 -0.5073 6.2285
H 0.5467 0.8512 5.8706
H 1.4527 2.5187 2.3633
H 1.4413 2.2520 0.2153
H 1.1022 0.5456 0.3272
H 0.3467 1.5028 -0.9333
H 0.3671 4.2865 1.7145
H -0.1274 4.8406 0.0980
H -1.1965 4.9931 1.4593
H -3.3262 0.5300 2.9239
H -2.5304 0.6771 1.3898
H -3.3503 -2.9380 2.6449
H -3.8830 -1.5791 3.6187
H -5.1903 -0.6563 1.8189
H -4.4826 -1.7781 0.6344
H -5.5359 -2.3482 1.9210
C 1.6745 1.4512 -3.6576
O 1.7345 0.4345 -2.6685
C 0.6862 -0.5306 -2.7676
C 1.2051 -1.8727 -3.2370
N 1.6201 -1.8244 -4.6309
C 2.3411 -3.0085 -5.0995
C 3.6713 -3.3603 -4.4405
O 4.7192 -2.4484 -4.7059
C 4.7668 -1.3062 -3.8762
H 2.4002 2.2163 -3.3856
H 1.9337 1.0711 -4.6490
H 0.6809 1.9079 -3.6987
H -0.1175 -0.1707 -3.4158
H 0.2705 -0.6612 -1.7629
H 0.4068 -2.6129 -3.1312
H 2.0255 -2.1631 -2.5660
H 2.2081 -1.0148 -4.7737
H 2.5324 -2.8614 -6.1642
H 1.6731 -3.8711 -5.0160
H 3.9960 -4.3110 -4.8692
H 3.5746 -3.5282 -3.3604
H 4.4154 -1.5227 -2.8634
H 4.1887 -0.4782 -4.2980
H 5.8063 -0.9830 -3.8202
```

Properties
gap between HOMO and LUMO	5.7	eV
maximum force	1.9	eV/A
LUMO	-0.174	Ha
net charge	+1
2S+1	1